Entry 1:
Molecular formula: C53H38AsCl3F4N4O6S2Sn
Method: DFT, ωB97M-V/def2-TZVPD

## Properties
Energy above the lowest of the compared OMol25 structures with the same formula, charge and spin in eV: 0.871
E_tot in Ha: -7739.51573
HOMO energy in eV: -7.8
Maximum force in hartree/bohr: 0.0302
HOMO-LUMO gap in eV: 7.451
M in Da: 1267.0

The geometry in ORCA input format:
```
! wB97M-V def2-TZVPD RIJCOSX def2/J DEFGRID3
* xyz 0 1
Sn -0.216 0.104 -1.925
O -2.015 1.239 4.944
C -0.863 1.427 4.511
O 0.211 1.851 4.996
C -0.723 1.041 3.014
C 0.048 -0.064 2.647
C 0.158 -0.390 1.315
N -0.460 0.340 0.374
C -1.174 1.416 0.707
C -1.351 1.793 2.023
C -1.785 2.214 -0.424
O -2.196 3.334 -0.190
O -1.810 1.583 -1.552
H 0.566 -0.654 3.392
H 0.761 -1.221 0.975
H -1.962 2.657 2.238
F 3.215 -4.089 -1.596
C 4.170 -3.160 -1.477
F 4.443 -3.034 -0.158
F 5.281 -3.672 -2.045
C 3.818 -1.829 -2.084
C 4.853 -1.048 -2.578
C 4.584 0.211 -3.093
C 3.266 0.622 -3.120
N 2.273 -0.109 -2.623
C 2.517 -1.301 -2.074
S 1.138 -2.061 -1.348
H 5.864 -1.431 -2.551
H 5.371 0.849 -3.470
H 2.977 1.581 -3.527
F -0.297 0.767 -8.138
C -0.308 0.643 -6.798
C -0.892 1.642 -6.044
C -0.896 1.521 -4.658
C -0.320 0.402 -4.085
C 0.259 -0.600 -4.849
C 0.269 -0.479 -6.233
H -1.337 2.495 -6.539
H -1.345 2.289 -4.040
H 0.704 -1.473 -4.383
H 0.711 -1.239 -6.865
O 0.991 2.029 -1.361
As 1.729 3.010 -0.223
C 2.465 1.910 1.167
C 3.082 0.748 0.695
C 3.551 -0.204 1.582
C 3.411 0.003 2.952
C 2.820 1.165 3.425
C 2.355 2.125 2.535
C 0.579 4.430 0.347
C 0.228 5.330 -0.658
C -0.682 6.338 -0.392
C -1.238 6.447 0.876
C -0.874 5.563 1.880
C 0.036 4.550 1.621
C 3.172 3.822 -1.205
C 4.336 4.246 -0.575
C 5.359 4.807 -1.327
C 5.214 4.943 -2.702
C 4.052 4.513 -3.332
C 3.028 3.952 -2.582
H 3.174 0.599 -0.374
H 4.016 -1.109 1.211
H 3.765 -0.742 3.654
H 2.679 1.331 4.485
H 1.900 3.015 2.942
H 0.656 5.223 -1.647
H -0.968 7.028 -1.175
H -1.969 7.220 1.079
H -1.312 5.644 2.867
H 0.292 3.853 2.406
H 4.438 4.136 0.499
H 6.270 5.135 -0.844
H 6.015 5.381 -3.284
H 3.949 4.614 -4.406
H 2.117 3.598 -3.050
Cl -6.708 -2.533 5.310
C -5.742 -3.128 4.008
C -5.431 -2.304 2.942
C -4.656 -2.801 1.909
C -4.192 -4.114 1.894
C -3.386 -4.673 0.741
C -3.895 -4.249 -0.656
N -3.424 -2.955 -1.143
C -4.204 -1.836 -1.376
C -3.362 -0.856 -1.788
N -2.075 -1.360 -1.813
C -2.152 -2.621 -1.424
O -1.981 -4.451 0.783
C -1.431 -3.485 1.689
C -1.323 -4.026 3.087
C -1.728 -3.416 4.237
Cl -2.410 -1.858 4.423
S -1.463 -4.397 5.626
C -0.809 -5.655 4.663
C -0.789 -5.327 3.350
C -4.518 -4.913 2.993
Cl -3.980 -6.561 3.100
C -5.281 -4.433 4.044
H -5.779 -1.280 2.925
H -4.406 -2.134 1.094
H -3.509 -5.753 0.760
H -4.982 -4.239 -0.658
H -3.548 -5.006 -1.358
H -5.274 -1.852 -1.257
H -3.561 0.171 -2.049
H -1.323 -3.308 -1.357
H -1.981 -2.541 1.677
H -0.430 -3.310 1.292
H -0.474 -6.570 5.130
H -0.425 -5.975 2.562
H -5.513 -5.074 4.883
*
```

=====

Entry 2:
Molecular formula: C53H39CaF6N9O5P2S3Se
Method: DFT, ωB97M-V/def2-TZVPD

## Properties
Energy above the lowest of the compared OMol25 structures with the same formula, charge and spin in eV: 0.000
E_tot in Ha: -8467.68953
HOMO energy in eV: -1.4
Maximum force in hartree/bohr: 0.0439
HOMO-LUMO gap in eV: 4.987
M in Da: 1273.1

The geometry in ORCA input format:
```
! wB97M-V def2-TZVPD RIJCOSX def2/J DEFGRID3
* xyz -2 1
Ca 1.282 -1.437 -2.020
O -0.217 -2.006 -0.419
S -0.824 0.627 1.384
C -0.329 1.540 2.826
C -1.296 1.825 3.763
C -1.039 2.535 4.958
C 0.236 2.984 5.163
C 0.839 3.751 6.325
C 2.323 3.981 5.910
C 2.466 3.248 4.593
C 3.541 3.042 3.789
C 3.351 2.300 2.591
C 2.153 1.777 2.161
P 2.134 0.944 0.437
C 3.914 0.546 0.259
C 4.790 1.120 -0.656
C 6.101 0.669 -0.763
C 6.548 -0.364 0.046
C 5.671 -0.964 0.947
C 4.364 -0.519 1.043
C 1.861 2.571 -0.417
C 0.645 2.729 -1.080
C 0.354 3.900 -1.769
C 1.291 4.922 -1.829
C 2.504 4.781 -1.166
C 2.773 3.622 -0.449
C 1.012 1.986 3.009
C 1.223 2.711 4.198
C -1.629 -0.723 2.231
C -0.976 -1.319 3.277
C -1.593 -2.259 4.141
C -2.909 -2.543 3.951
C -3.869 -3.440 4.703
C -5.245 -3.222 3.998
C -4.940 -2.300 2.835
C -5.737 -1.791 1.847
C -5.120 -1.020 0.832
C -3.779 -0.714 0.814
P -3.019 -0.113 -0.768
C -4.013 -1.152 -1.917
C -3.704 -2.511 -1.832
C -4.401 -3.436 -2.592
C -5.408 -3.017 -3.455
C -5.721 -1.668 -3.544
C -5.030 -0.740 -2.771
C -3.736 1.554 -0.987
C -3.708 2.152 -2.250
C -4.086 3.475 -2.426
C -4.460 4.244 -1.332
C -4.442 3.678 -0.064
C -4.085 2.346 0.105
C -2.970 -1.108 1.923
C -3.578 -1.952 2.860
H -2.300 1.461 3.571
H -1.840 2.719 5.665
H 0.766 3.173 7.248
H 0.316 4.693 6.498
H 3.022 3.602 6.658
H 2.538 5.044 5.784
H 4.527 3.425 4.029
H 4.233 2.135 1.985
H 4.461 1.921 -1.305
H 6.756 1.124 -1.496
H 7.563 -0.729 -0.049
H 6.000 -1.797 1.556
H 3.673 -1.022 1.711
H -0.068 1.914 -1.098
H -0.598 3.997 -2.278
H 1.086 5.818 -2.403
H 3.248 5.567 -1.216
H 3.715 3.539 0.080
H 0.052 -1.039 3.467
H -1.010 -2.709 4.936
H -3.914 -3.188 5.764
H -3.552 -4.482 4.635
H -5.971 -2.767 4.675
H -5.677 -4.162 3.653
H -6.800 -1.999 1.796
H -5.731 -0.702 -0.009
H -2.909 -2.846 -1.168
H -4.144 -4.486 -2.513
H -5.944 -3.740 -4.059
H -6.510 -1.331 -4.207
H -5.303 0.307 -2.835
H -3.358 1.580 -3.107
H -4.075 3.908 -3.419
H -4.746 5.280 -1.465
H -4.700 4.275 0.802
H -4.075 1.917 1.099
F 5.928 -3.967 -3.559
C 5.102 -2.912 -3.574
F 5.326 -2.186 -2.480
F 5.402 -2.159 -4.639
S 3.372 -3.483 -3.661
O 2.645 -2.182 -3.624
O 3.334 -4.112 -4.972
N 3.189 -4.405 -2.456
S 1.971 -3.888 -1.242
O 0.873 -3.806 -2.273
O 2.666 -2.605 -0.830
C 2.657 -5.381 -0.291
F 3.959 -5.245 -0.065
F 2.060 -5.505 0.894
F 2.438 -6.514 -0.963
Se 0.273 -3.473 0.421
N 5.619 3.211 -3.576
C 4.642 2.622 -3.803
N 3.532 2.011 -4.141
C 2.862 1.229 -3.368
N 2.177 0.555 -2.708
N 0.232 -3.253 -5.177
N 0.142 -1.884 -4.938
N 0.483 -0.996 -5.829
C 0.111 0.129 -5.223
N -0.455 -0.080 -4.033
N -0.419 -1.394 -3.851
H 1.180 -3.390 -5.532
H 0.199 -3.678 -4.245
H 0.255 1.102 -5.659
*
```

=====

Entry 3:
Molecular formula: C53H42BBrN10O5SSr
Method: DFT, ωB97M-V/def2-TZVPD

## Properties
Energy above the lowest of the compared OMol25 structures with the same formula, charge and spin in eV: 0.000
E_tot in Ha: -5996.77185
HOMO energy in eV: -0.7
Maximum force in hartree/bohr: 0.0223
HOMO-LUMO gap in eV: 3.835
M in Da: 1109.4

The geometry in ORCA input format:
```
! wB97M-V def2-TZVPD RIJCOSX def2/J DEFGRID3
* xyz -2 1
Sr 0.761 -1.805 1.104
N 3.953 -4.452 2.625
C 2.805 -3.708 2.829
S 1.293 -4.486 2.532
N 3.037 -2.486 3.274
N 1.905 -1.704 3.347
C 1.987 -0.649 4.054
C 0.895 0.313 4.308
C 1.014 0.993 5.526
C 0.058 1.878 5.986
C -1.076 2.095 5.217
C -1.217 1.453 4.001
C -0.233 0.591 3.509
O -0.418 0.032 2.282
H 3.815 -5.216 1.982
H 4.770 -3.884 2.448
H 2.912 -0.462 4.608
H 1.894 0.796 6.129
H 0.194 2.382 6.935
H -1.852 2.772 5.555
H -2.086 1.616 3.381
Br 7.058 -10.170 -0.348
C 7.380 -8.303 -0.503
C 6.994 -7.454 0.525
C 7.231 -6.097 0.410
C 7.854 -5.578 -0.727
C 8.254 -6.451 -1.734
C 8.009 -7.813 -1.633
N 8.274 -4.221 -0.792
N 7.474 -3.260 -0.653
C 6.099 -3.324 -0.677
C 5.301 -4.298 -1.304
C 3.932 -4.234 -1.347
C 3.207 -3.181 -0.712
O 1.965 -3.124 -0.665
C 4.029 -2.114 -0.105
N 3.339 -1.096 0.456
C 4.000 -0.094 0.987
C 5.403 -0.051 1.007
C 6.114 -1.089 0.473
C 5.430 -2.176 -0.118
H 6.506 -7.851 1.405
H 6.923 -5.423 1.200
H 8.761 -6.048 -2.602
H 8.311 -8.486 -2.424
H 5.780 -5.122 -1.814
H 3.355 -4.997 -1.855
H 3.404 0.705 1.417
H 5.905 0.797 1.454
H 7.195 -1.100 0.485
C -9.756 2.060 -7.529
O -9.805 1.021 -6.579
C -8.672 0.803 -5.839
C -7.499 1.529 -5.973
C -6.408 1.222 -5.162
C -6.466 0.207 -4.220
C -7.659 -0.516 -4.104
C -8.745 -0.225 -4.900
C -5.340 -0.130 -3.341
N -5.354 -1.098 -2.456
C -4.121 -1.037 -1.835
C -3.369 -0.023 -2.362
N -4.155 0.548 -3.336
C -2.028 0.304 -1.971
C -1.191 1.109 -2.703
C 0.211 1.062 -2.346
C 0.592 0.547 -1.173
N -0.359 0.113 -0.181
C -1.585 -0.377 -0.792
C -2.282 -1.482 -0.279
N -1.743 -2.227 0.750
C -2.423 -3.250 1.240
C -3.685 -3.646 0.813
C -4.260 -2.917 -0.226
C -3.586 -1.856 -0.789
H -10.733 2.083 -8.008
H -8.989 1.876 -8.287
H -9.564 3.028 -7.056
H -7.411 2.329 -6.693
H -5.503 1.803 -5.289
H -7.704 -1.308 -3.369
H -9.669 -0.782 -4.810
H -3.908 1.354 -3.879
H -1.514 1.564 -3.632
H 0.971 1.381 -3.050
H 1.637 0.477 -0.900
H -1.921 -3.804 2.031
H -4.180 -4.491 1.269
H -5.241 -3.167 -0.615
C 0.037 8.000 2.265
C -1.014 6.911 2.048
C -1.864 7.311 0.834
C -1.911 6.864 3.293
C -0.390 5.534 1.813
C 0.976 5.315 1.838
C 1.529 4.035 1.637
C 0.677 2.986 1.410
O 0.969 1.692 1.208
B -0.347 0.958 1.077
O -1.365 2.044 1.163
C -0.713 3.194 1.378
C -1.251 4.441 1.576
H -0.458 8.963 2.416
H 0.700 8.092 1.403
H 0.648 7.794 3.147
H -2.324 8.292 0.994
H -2.659 6.588 0.650
H -1.247 7.360 -0.065
H -2.371 7.840 3.475
H -1.326 6.585 4.172
H -2.707 6.127 3.178
H 1.658 6.136 2.018
H 2.601 3.881 1.665
H -2.328 4.559 1.550
*
```

=====

Entry 4:
Molecular formula: C53H43ClLuN7P
Method: DFT, ωB97M-V/def2-TZVPD

## Properties
Energy above the lowest of the compared OMol25 structures with the same formula, charge and spin in eV: 0.384
E_tot in Ha: -4465.18342
HOMO energy in eV: -15.2
Maximum force in hartree/bohr: 0.0100
HOMO-LUMO gap in eV: 7.238
M in Da: 1019.4

The geometry in ORCA input format:
```
! wB97M-V def2-TZVPD RIJCOSX def2/J DEFGRID3
* xyz 3 1
Lu -0.060 1.049 -0.644
C 2.783 -1.877 3.234
N 2.617 -0.897 2.153
C 1.540 -0.757 1.365
N 1.738 0.253 0.508
C 3.016 0.738 0.730
C 3.563 0.037 1.782
C 4.863 0.145 2.468
C 5.852 -0.813 2.257
C 7.076 -0.694 2.898
C 7.313 0.377 3.749
C 6.326 1.331 3.965
C 5.102 1.217 3.326
C 3.637 1.735 -0.164
C 4.997 2.041 -0.094
C 5.566 2.948 -0.976
C 4.803 3.575 -1.949
C 3.448 3.286 -2.042
C 2.899 2.379 -1.155
P 0.179 -1.979 1.309
C 0.108 -2.154 -0.507
N -0.005 -1.143 -1.366
C -0.061 -1.669 -2.628
C 0.034 -3.039 -2.537
N 0.144 -3.317 -1.189
C 0.287 -4.666 -0.633
C 0.061 -4.075 -3.582
C -0.948 -5.033 -3.662
C -0.915 -5.986 -4.668
C 0.121 -5.982 -5.593
C 1.127 -5.028 -5.516
C 1.098 -4.072 -4.512
C -0.250 -0.773 -3.775
C -0.899 -1.186 -4.935
C -1.092 -0.299 -5.985
C -0.649 1.014 -5.902
C -0.002 1.447 -4.754
C 0.192 0.551 -3.710
C -1.286 -0.899 1.496
N -1.638 0.098 0.678
C -2.918 0.490 1.020
C -3.317 -0.262 2.103
N -2.275 -1.128 2.373
C -2.274 -2.129 3.448
C -4.555 -0.260 2.903
C -5.534 -1.227 2.688
C -6.698 -1.211 3.443
C -6.882 -0.235 4.413
C -5.905 0.728 4.633
C -4.741 0.718 3.878
C -3.681 1.437 0.186
C -4.978 1.834 0.510
C -5.686 2.694 -0.319
C -5.126 3.183 -1.490
C -3.834 2.807 -1.833
C -3.145 1.949 -0.997
H 1.899 -1.876 3.866
H 3.646 -1.582 3.823
H 2.951 -2.868 2.819
H 5.674 -1.641 1.581
H 7.847 -1.434 2.730
H 8.268 0.469 4.247
H 6.512 2.161 4.633
H 4.329 1.959 3.491
H 5.626 1.562 0.641
H 6.624 3.163 -0.902
H 5.257 4.280 -2.632
H 2.834 3.765 -2.792
H 1.827 2.195 -1.267
H 0.880 -5.259 -1.323
H -0.691 -5.126 -0.509
H 0.795 -4.607 0.325
H -1.767 -5.026 -2.952
H -1.698 -6.728 -4.735
H 0.145 -6.727 -6.378
H 1.934 -5.030 -6.236
H 1.881 -3.327 -4.446
H -1.259 -2.203 -5.018
H -1.597 -0.640 -6.879
H -0.795 1.693 -6.731
H 0.374 2.459 -4.687
H 0.812 0.893 -2.875
H -3.124 -1.926 4.092
H -1.357 -2.046 4.024
H -2.370 -3.128 3.029
H -5.397 -1.982 1.922
H -7.461 -1.957 3.274
H -7.789 -0.224 5.002
H -6.049 1.485 5.391
H -3.978 1.470 4.043
H -5.450 1.470 1.410
H -6.691 2.981 -0.043
H -5.688 3.848 -2.131
H -3.376 3.175 -2.741
H -2.127 1.709 -1.317
Cl -2.877 5.492 2.231
C -1.359 4.750 1.936
C -0.210 5.157 2.594
C 0.972 4.502 2.294
C 0.969 3.477 1.370
N -0.146 3.078 0.725
C -1.291 3.723 1.012
H -0.245 5.967 3.311
H 1.899 4.787 2.771
H 1.888 2.969 1.127
H -2.185 3.428 0.486
*
```